1.
{"formula": "C3H7IN3", "method": "the ωB97M-V functional and the def2-TZVPD basis", "symbols": ["C", "N", "N", "C", "N", "C", "I", "H", "H", "H", "H", "H", "H", "H"], "coordinates": [[1.168, -1.141, 0.368], [-0.094, -0.458, 0.639], [0.306, 0.763, 1.219], [0.116, 1.626, 0.318], [-0.472, 1.239, -0.829], [-0.905, -0.062, -0.678], [-2.982, -0.310, -0.069], [1.880, -0.442, -0.131], [1.778, -1.746, 1.153], [0.972, -2.023, -0.261], [-0.747, -1.122, 0.984], [0.499, 2.648, 0.413], [-0.840, 1.907, -1.524], [-0.680, -0.880, -1.600]], "forces_ev_per_angstrom": [[2.857, -2.695, -1.059], [0.912, -0.255, -3.111], [-0.499, 0.129, 2.162], [0.491, 2.276, -0.266], [-0.031, 1.055, -1.200], [0.055, -3.641, -1.631], [0.150, 0.110, -0.324], [-0.772, -0.619, 0.357], [-1.663, 1.991, -0.123], [-0.257, 0.597, -0.493], [-0.778, -0.202, 2.270], [-0.328, -0.427, 0.175], [0.354, -0.783, 0.621], [-0.490, 2.464, 2.623]], "nbo_charge": [-0.47, -0.27, -0.28, 0.28, -0.65, -0.03, 0.18, 0.25, 0.29, 0.23, 0.46, 0.26, 0.47, 0.29], "lumo_ev": -4.2, "energy_ev": -15786.147, "smiles": "C[N@H+]1N=CN[C@@H]1I", "e_above_lowest_kj_mol": 207.1, "total_charge": 1, "largest_force_ev_per_a": 4.1}



2.
{"formula": "C21H20N2O5S2", "method": "the ωB97M-V functional and the def2-TZVPD basis", "symbols": ["C", "N", "C", "C", "N", "C", "C", "C", "C", "C", "C", "C", "C", "C", "C", "C", "O", "H", "H", "H", "H", "H", "H", "H", "H", "H", "H", "H", "H", "H", "H", "H", "C", "C", "C", "C", "C", "C", "S", "O", "O", "C", "S", "O", "O", "H", "H", "H", "H", "H"], "coordinates": [[-1.476, 1.668, 3.725], [-2.530, 1.100, 2.877], [-3.725, 1.776, 2.680], [-4.585, 0.941, 2.047], [-3.939, -0.264, 1.843], [-4.561, -1.434, 1.231], [-2.654, -0.175, 2.333], [-1.731, -1.306, 2.387], [-0.324, -1.090, 2.595], [0.452, -2.041, 3.190], [1.805, -1.838, 3.643], [2.264, -2.534, 4.776], [3.458, -2.206, 5.372], [4.256, -1.213, 4.834], [3.857, -0.556, 3.682], [2.652, -0.856, 3.093], [-2.171, -2.465, 2.301], [-0.706, 0.933, 3.938], [-1.021, 2.526, 3.228], [-1.896, 1.993, 4.678], [-3.951, 2.766, 3.045], [-5.616, 1.138, 1.806], [-3.810, -2.202, 1.045], [-5.322, -1.840, 1.895], [-5.028, -1.147, 0.292], [0.102, -0.134, 2.360], [-0.042, -2.950, 3.493], [1.631, -3.280, 5.224], [3.756, -2.698, 6.282], [5.182, -0.943, 5.315], [4.485, 0.212, 3.259], [2.353, -0.327, 2.205], [1.614, -6.592, -3.725], [0.679, -5.767, -3.133], [0.936, -5.245, -1.887], [2.103, -5.540, -1.230], [3.033, -6.364, -1.810], [2.790, -6.890, -3.063], [2.357, -4.823, 0.395], [2.487, -5.943, 1.387], [3.407, -3.755, 0.272], [0.729, -4.098, 0.454], [-0.227, -4.159, -1.047], [-0.175, -2.825, -1.740], [-1.498, -4.936, -0.836], [1.417, -7.011, -4.699], [-0.254, -5.532, -3.625], [3.936, -6.595, -1.271], [3.518, -7.539, -3.521], [0.278, -3.774, 1.358]], "forces_ev_per_angstrom": [[0.373, 0.017, 0.059], [-0.841, -1.104, -0.615], [0.078, -0.660, -0.051], [0.589, -0.327, 0.230], [1.343, 0.891, 0.698], [-0.084, -0.491, -0.530], [-2.496, 2.233, 0.274], [0.993, -3.160, -0.089], [0.778, -0.014, 0.497], [-0.937, 0.729, -0.307], [1.058, 0.297, 0.254], [-0.663, 0.251, -0.559], [0.283, 0.101, 0.200], [-0.009, -0.035, 0.040], [0.131, 0.121, 0.002], [-0.552, -0.305, 0.102], [-0.132, 1.790, 0.267], [-0.127, -0.045, -0.100], [-0.065, -0.109, -0.052], [-0.167, -0.071, -0.191], [0.436, -0.062, 0.024], [0.061, -0.288, -0.244], [-0.185, 0.225, 0.055], [0.092, 0.058, 0.119], [0.031, 0.154, 0.035], [0.143, 0.318, -0.145], [-0.077, -0.296, 0.014], [-0.149, -0.282, 0.048], [0.082, -0.179, 0.097], [0.164, -0.002, 0.048], [0.085, 0.054, -0.111], [-0.075, 0.027, -0.257], [-0.042, -0.095, -0.142], [-0.342, 0.126, -0.171], [-0.685, 0.503, -0.005], [0.348, 0.202, 0.524], [0.432, -0.150, 0.110], [0.121, -0.147, -0.124], [-2.180, 1.401, 0.618], [0.610, 2.232, -1.637], [-1.169, -2.518, 0.627], [0.806, -0.898, -1.877], [1.511, 0.220, 2.417], [-1.256, -2.491, 0.694], [1.688, 2.137, -1.038], [-0.008, -0.065, -0.153], [-0.040, 0.006, -0.060], [0.186, -0.064, 0.042], [0.112, -0.107, -0.072], [-0.252, -0.126, 0.435]], "nbo_charge": [-0.42, -0.28, -0.03, -0.04, -0.25, -0.43, 0.36, 0.44, -0.36, 0.01, -0.14, -0.14, -0.22, -0.17, -0.23, -0.10, -0.51, 0.25, 0.23, 0.23, 0.25, 0.25, 0.29, 0.23, 0.22, 0.21, 0.24, 0.22, 0.22, 0.22, 0.22, 0.21, -0.21, -0.18, -0.30, -0.19, -0.22, -0.20, 2.08, -0.94, -0.94, -1.17, 2.08, -0.94, -0.94, 0.21, 0.23, 0.23, 0.21, 0.22], "lumo_ev": -2.1, "energy_ev": -56983.795, "e_above_lowest_kj_mol": 603.2, "total_charge": 0, "largest_force_ev_per_a": 3.4}



3.
{"formula": "CH2IO3S", "method": "the ωB97M-V functional and the def2-TZVPD basis", "symbols": ["C", "O", "O", "O", "S", "I", "H", "H"], "coordinates": [[1.328, 0.983, -0.385], [-2.733, -0.819, -0.216], [-1.245, -2.702, 0.354], [-0.442, -0.357, 0.685], [-1.597, -1.293, 0.599], [1.600, 2.817, 0.569], [2.144, 0.304, -0.222], [0.946, 1.068, -1.384]], "forces_ev_per_angstrom": [[0.494, 0.535, -0.093], [0.419, 0.063, 0.041], [0.193, 0.181, -0.101], [-0.298, -0.248, -0.083], [-0.373, -0.044, 0.234], [-0.104, -0.283, -0.115], [-0.013, -0.227, 0.221], [-0.318, 0.023, -0.105]], "nbo_charge": [-0.44, -0.99, -0.99, -0.98, 2.01, 0.05, 0.17, 0.17], "lumo_ev": [2.7, 2.7], "energy_ev": -26146.556, "e_above_lowest_kj_mol": 304.9, "total_charge": -1, "largest_force_ev_per_a": 0.7}



4.
{"formula": "Br3HgO2V", "method": "the ωB97M-V functional and the def2-TZVPD basis", "symbols": ["Hg", "O", "V", "O", "Br", "Br", "Br"], "coordinates": [[-0.429, 1.477, 0.169], [0.388, -3.022, -0.027], [0.867, -2.440, -1.308], [0.762, -0.826, -1.204], [2.146, 2.069, -0.215], [-1.492, 3.278, 2.090], [-2.242, -0.536, 0.496]], "forces_ev_per_angstrom": [[-0.077, 0.715, 1.533], [-0.880, -1.182, 3.016], [0.266, 5.015, -2.668], [0.353, -3.556, -0.053], [-1.179, -0.511, -0.102], [0.485, -0.868, -1.064], [1.033, 0.388, -0.662]], "lowdin_charge": [0.36, -0.21, 1.15, -0.41, -0.27, -0.41, -0.23], "lumo_ev": -5.0, "energy_ev": -244081.659, "total_charge": 0, "largest_force_ev_per_a": 5.7}